#i
Molecular formula: C2H5IS
Method: DFT, ωB97M-V/def2-TZVPD

Structure (ORCA input):
```
! RIJCOSX wB97M-V def2-TZVPD def2/J DEFGRID3
* xyz 0 1
C -1.9734 -0.7038 0.9511
S -3.1805 -0.0229 1.8582
H -1.0392 -1.0113 1.3770
H -2.1031 -1.0741 -0.0271
C 1.4006 0.6288 -0.6883
I 3.2841 0.5641 -1.8054
H 1.3414 -0.3126 -0.1419
H 1.5777 1.4424 -0.0039
H 0.6924 0.4893 -1.5196
*
```

Results
* molar mass: 188.03 g/mol
* E_LUMO (alpha / beta): -0.8 / -0.8 eV

Atomic partial charges in e from the Löwdin method, atoms 1 to 4: atom 1 (C): -0.545, atom 2 (S): 0.581, atom 3 (H): -0.015, atom 4 (H): -0.021

=====

#ii
Molecular formula: C2H5IS
Method: DFT, ωB97M-V/def2-TZVPD

Structure (ORCA input):
```
! RIJCOSX wB97M-V def2-TZVPD def2/J DEFGRID3
* xyz 0 1
C -1.1823 -0.5151 1.9063
S -2.5146 -1.1968 2.4090
H -0.5213 -0.6389 1.0381
H -0.7311 0.3277 2.5602
C 1.1418 0.3785 -1.4328
I -0.5368 0.4988 -2.8525
H 0.8125 0.1698 -0.3691
H 1.8707 -0.3303 -1.8013
H 1.6610 1.3063 -1.4579
*
```

Results
* molar mass: 188.03 g/mol
* E_LUMO: -0.4 eV

Atomic partial charges in e from the Löwdin method, atoms 1 to 4: atom 1 (C): -0.642, atom 2 (S): 0.632, atom 3 (H): -0.021, atom 4 (H): 0.029

=====

Least stable: #i

=====

#i
Molecular formula: C2H5IS
Method: DFT, ωB97M-V/def2-TZVPD

Structure (ORCA input):
```
! RIJCOSX wB97M-V def2-TZVPD def2/J DEFGRID3
* xyz 0 1
C 0.6204 0.7862 -0.0510
C -0.0499 -0.4080 0.4771
S 0.1825 -1.9785 -0.1019
I -3.4625 0.3127 -0.0180
H 1.5710 0.9403 0.4745
H 0.8386 0.6964 -1.1136
H 0.0096 1.6691 0.1258
H -0.6527 -0.3551 1.3662
H 0.9429 -1.6632 -1.1593
*
```

Results
* molar mass: 188.03 g/mol
* E_LUMO (alpha / beta): -2.5 / -1.1 eV

Atomic partial charges in e from the Löwdin method, atoms 1 to 4: atom 1 (C): -0.169, atom 2 (C): -0.607, atom 3 (S): 0.852, atom 4 (I): -0.243

=====

#ii
Molecular formula: C2H5IS
Method: DFT, ωB97M-V/def2-TZVPD

Structure (ORCA input):
```
! RIJCOSX wB97M-V def2-TZVPD def2/J DEFGRID3
* xyz 0 1
C 0.4393 -0.8119 0.0624
C 0.0525 0.4978 -0.4844
S 0.5147 2.0882 0.0095
I -3.2259 -0.4309 0.2746
H -0.2373 -1.5053 -0.3098
H 1.3069 -1.1262 -0.4944
H 0.6168 -0.9925 1.0971
H -0.7841 0.4613 -1.2149
H 1.3171 1.8195 1.0599
*
```

Results
* molar mass: 188.03 g/mol
* E_LUMO (alpha / beta): -1.1 / -2.7 eV

Atomic partial charges in e from the Löwdin method, atoms 1 to 4: atom 1 (C): -0.200, atom 2 (C): -0.560, atom 3 (S): 0.829, atom 4 (I): -0.162

=====

Least stable: #ii

=====

#i
Molecular formula: C9H16N3O
Method: DFT, ωB97M-V/def2-TZVPD

Structure (ORCA input):
```
! RIJCOSX wB97M-V def2-TZVPD def2/J DEFGRID3
* xyz 1 1
C -1.8188 2.4523 -0.1539
C -1.1607 1.2961 0.5711
C 0.1240 1.4759 1.1042
C -1.7838 0.0737 0.7575
C 0.7279 0.4724 1.8595
C -1.1769 -0.9901 1.4226
C 0.0587 -0.7540 2.0094
O 0.6499 -1.7875 2.6835
H -2.7733 2.1582 -0.5816
H -1.1488 2.6285 -1.0015
H 0.5921 2.4485 1.1912
H -2.8164 -0.0353 0.4376
H 1.5460 0.6790 2.5387
H -1.6778 -1.9245 1.6148
H 1.3218 -1.4423 3.2456
H -1.8556 3.3226 0.4934
C 0.2879 0.9400 -3.0717
C 0.9121 -0.7653 -1.4559
N 1.1809 0.3435 -2.1156
N -0.2154 -1.4460 -1.7416
N 1.8502 -1.2742 -0.6539
H 1.9673 0.8986 -1.8285
H -1.0892 -1.0312 -1.4495
H -0.2335 -2.4502 -1.6416
H 2.8072 -1.2244 -0.9310
H 1.6134 -1.8811 0.1047
H -0.7556 0.8638 -2.7590
H 0.2695 0.4108 -4.0309
H 0.4700 1.9881 -3.2770
*
```

Results
* molar mass: 182.25 g/mol
* E_LUMO: -2.9 eV

Atomic partial charges in e from the Löwdin method, atoms 1 to 4: atom 1 (C): -0.033, atom 2 (C): -0.295, atom 3 (C): -0.046, atom 4 (C): -0.070

=====

#ii
Molecular formula: C9H16N3O
Method: DFT, ωB97M-V/def2-TZVPD

Structure (ORCA input):
```
! RIJCOSX wB97M-V def2-TZVPD def2/J DEFGRID3
* xyz 1 1
C -2.5004 -1.2058 -0.5995
C -2.0001 0.1448 1.3288
N -2.3451 0.1099 0.0444
N -2.2206 -0.8864 2.1724
N -1.6634 1.3121 1.8637
H -1.9655 0.8000 -0.5874
H -2.2214 -1.8067 1.7641
H -1.8647 -0.7578 3.1049
H -1.5124 2.1613 1.3387
H -1.4316 1.5156 2.8240
H -1.8059 -1.9636 -0.2513
H -2.4230 -1.0820 -1.6827
H -3.5034 -1.5968 -0.3008
C 1.3086 0.8629 -3.0367
C 1.3652 1.3870 -0.5451
C 1.4054 0.4632 -1.6203
C 1.6760 1.0467 0.7672
C 1.6287 -0.8512 -1.1930
C 2.1181 -0.2330 1.0269
C 2.0477 -1.2277 0.0771
O 2.3604 -0.4842 2.3749
H 1.1704 2.4174 -0.8007
H 1.7759 1.8133 1.5298
H 1.2784 0.0845 -3.7900
H 2.1905 1.4539 -3.3404
H 1.4056 -1.6186 -1.9500
H 2.1690 -2.2907 0.2248
H 3.1342 -1.0259 2.5370
H 0.4234 1.4577 -3.2809
*
```

Results
* molar mass: 182.25 g/mol
* E_LUMO: -2.8 eV

Atomic partial charges in e from the Löwdin method, atoms 1 to 4: atom 1 (C): -0.039, atom 2 (C): -0.434, atom 3 (N): 0.061, atom 4 (N): 0.226

=====

#iii
Molecular formula: C9H16N3O
Method: DFT, ωB97M-V/def2-TZVPD

Structure (ORCA input):
```
! RIJCOSX wB97M-V def2-TZVPD def2/J DEFGRID3
* xyz 1 1
C -2.2473 -1.1919 -0.6682
C -1.8979 0.1958 1.3064
N -2.1572 0.1159 0.0044
N -2.0982 -0.8463 2.1140
N -1.6143 1.3739 1.8405
H -1.7725 0.8389 -0.5848
H -2.0562 -1.7685 1.7118
H -1.8068 -0.7344 3.0711
H -1.4587 2.2084 1.2930
H -1.4103 1.5572 2.8089
H -1.5095 -1.9105 -0.3013
H -2.1161 -1.0445 -1.7253
H -3.2113 -1.6191 -0.4703
C 1.1367 0.8462 -2.9813
C 1.2897 1.3798 -0.5244
C 1.2758 0.4416 -1.5558
C 1.6102 1.0438 0.7821
C 1.4840 -0.8829 -1.1639
C 1.9845 -0.2616 1.0747
C 1.8778 -1.2557 0.1161
O 2.2440 -0.5319 2.3959
H 1.1136 2.4231 -0.7859
H 1.7283 1.8083 1.5339
H 1.0615 0.0227 -3.6976
H 2.0072 1.4099 -3.3075
H 1.2889 -1.6406 -1.9063
H 2.0007 -2.3143 0.2989
H 2.9931 -1.1318 2.5045
H 0.2600 1.4683 -3.1836
*
```

Results
* molar mass: 182.25 g/mol
* E_LUMO: -2.7 eV

Atomic partial charges in e from the Löwdin method, atoms 1 to 4: atom 1 (C): -0.029, atom 2 (C): -0.450, atom 3 (N): 0.068, atom 4 (N): 0.231

=====

#iv
Molecular formula: C9H16N3O
Method: DFT, ωB97M-V/def2-TZVPD

Structure (ORCA input):
```
! RIJCOSX wB97M-V def2-TZVPD def2/J DEFGRID3
* xyz 1 1
C 1.1968 -1.1643 -1.1016
C 1.9169 -0.1945 1.9197
C 1.8690 1.3297 1.7579
C 0.6356 -0.7994 1.2853
C 1.6028 1.8392 0.3262
C -2.4453 -0.6071 -0.0927
C -1.9640 -0.1621 -2.0619
C 0.5447 -0.3521 -0.1875
C -1.6275 -1.3120 -1.1298
N 1.4268 -1.8063 -2.0440
N 0.4723 1.1083 -0.3972
N -2.2520 0.6052 -0.8695
O -1.1359 -2.5453 -1.1910
H 2.8429 -0.6983 1.5080
H 1.8940 -0.5408 3.0716
H 1.0859 1.7426 2.4109
H 2.6764 1.8513 2.1674
H 0.7153 -1.9269 1.3205
H -0.1811 -0.2492 1.7548
H 1.3412 2.8145 0.3805
H 2.4523 1.8039 -0.4126
H -3.5262 -0.9080 -0.1353
H -2.1446 -0.5452 1.0205
H -1.3525 0.2028 -2.9716
H -2.8465 -0.4979 -2.5001
H -0.3798 1.2433 0.1780
H -3.0253 1.2050 -0.9161
H 0.4124 1.2790 -1.3941
H -0.2044 -2.7153 -1.6960
*
```

Results
* molar mass: 182.25 g/mol
* E_LUMO (alpha / beta): -4.0 / -4.0 eV

Atomic partial charges in e from the Löwdin method, atoms 1 to 4: atom 1 (C): -0.234, atom 2 (C): -0.182, atom 3 (C): -0.158, atom 4 (C): -0.145

=====

Least stable: #iv

=====

#i
Molecular formula: C18H18N3O6
Method: DFT, ωB97M-V/def2-TZVPD

Structure (ORCA input):
```
! RIJCOSX wB97M-V def2-TZVPD def2/J DEFGRID3
* xyz -1 1
C -0.2595 -4.4558 0.6007
C -1.7681 -4.4959 0.6025
C -2.1714 -3.0012 0.6481
O -3.3511 -2.6567 0.6658
N -1.0674 -2.1603 0.6595
C 0.0713 -2.9418 0.6309
O 1.2335 -2.5253 0.6152
H 0.1511 -4.9661 1.4807
H 0.1465 -4.9247 -0.3043
H -2.1559 -4.9730 -0.3066
H -2.1558 -5.0349 1.4759
C -0.8742 1.0048 -5.7542
O -1.7914 1.6604 -4.8470
C -1.6274 1.4198 -3.5148
C -2.4303 2.1738 -2.6227
C -2.2763 2.0061 -1.2648
C -1.2984 1.1296 -0.7369
C -1.0970 1.0020 0.6945
C 0.0809 1.2017 1.3370
C 0.1181 1.0066 2.7930
O -0.8711 0.7879 3.4903
N 1.3827 1.0790 3.4033
C 1.4371 0.8127 4.8226
C 2.5989 1.2531 2.7274
O 3.6943 1.1703 3.2789
N 2.4952 1.5574 1.3638
C 3.7390 1.8364 0.6814
C 1.2948 1.6773 0.6444
O 1.3304 2.1445 -0.4944
C -0.5340 0.3641 -1.6374
C -0.6846 0.4895 -3.0039
H -1.1697 1.3768 -6.7358
H 0.1700 1.2817 -5.5333
H -0.9833 -0.0911 -5.7084
H -3.1416 2.8833 -3.0435
H -2.8715 2.5855 -0.5596
H -1.9674 0.7963 1.3108
H 2.4790 0.8854 5.1248
H 0.8205 1.5447 5.3534
H 1.0409 -0.1871 5.0295
H 3.5351 1.8403 -0.3874
H 4.1237 2.8174 0.9828
H 4.4701 1.0728 0.9511
H 0.1850 -0.3520 -1.2374
H -0.0507 -0.0954 -3.6758
*
```

Results
* molar mass: 372.36 g/mol
* E_LUMO: 2.3 eV

Atomic partial charges in e from the Löwdin method, atoms 1 to 4: atom 1 (C): -0.137, atom 2 (C): -0.138, atom 3 (C): -0.528, atom 4 (O): -0.031

=====

#ii
Molecular formula: C18H18N3O6
Method: DFT, ωB97M-V/def2-TZVPD

Structure (ORCA input):
```
! RIJCOSX wB97M-V def2-TZVPD def2/J DEFGRID3
* xyz -1 1
N 3.3275 -3.6698 2.7601
C 3.4668 -3.8594 1.6235
O 3.7797 -3.9708 0.3964
C 2.8432 -3.1275 -0.4859
C 3.2493 -1.6906 -0.2696
C 2.6266 -0.7479 -1.3235
C 1.7539 0.3699 -0.7230
N 0.3155 0.2425 -1.0243
C -0.5453 0.0320 0.1698
C -1.2721 -1.2854 0.0447
C -0.7060 -2.4527 0.5548
C -1.3519 -3.6660 0.3935
C -2.5670 -3.7236 -0.2672
C -3.1423 -2.5702 -0.7780
C -2.4900 -1.3544 -0.6180
O -3.0740 -0.2121 -1.1721
O 3.2823 -3.4499 -1.8481
N 3.4565 -4.7857 -2.0897
O 3.0049 -5.0917 -3.1449
H 4.3529 -1.6006 -0.2364
H 2.9023 -1.3878 0.7205
H 3.4451 -0.2928 -1.8844
H 2.0702 -1.3527 -2.0422
H 2.1023 1.3167 -1.1571
H 1.9479 0.4440 0.3493
H 0.2169 -0.5813 -1.6033
H -1.2623 0.8512 0.2015
H 0.0321 0.0681 1.0953
H 0.2480 -2.3842 1.0613
H -0.8850 -4.5652 0.7739
H -3.0800 -4.6642 -0.4279
H -4.0845 -2.5932 -1.3108
H -3.7194 0.1094 -0.5343
C -0.5688 4.2416 1.0961
C -0.3370 5.5088 0.7639
C -1.4356 6.5038 0.7080
O -1.2276 7.6599 0.4046
C -2.8048 6.0323 1.0371
C -3.0383 4.7659 1.3689
C -1.9375 3.7703 1.4269
O -2.1446 2.6169 1.7301
H 0.2162 3.4970 1.1402
H 0.6523 5.8734 0.5189
H -3.5905 6.7757 0.9895
H -4.0280 4.4003 1.6115
*
```

Results
* molar mass: 372.36 g/mol
* E_LUMO: 0.0 eV

Atomic partial charges in e from the Löwdin method, atoms 1 to 4: atom 1 (N): 0.102, atom 2 (C): -0.460, atom 3 (O): -0.041, atom 4 (C): -0.260

=====

Least stable: #ii

=====

#i
Molecular formula: C5H11NO3
Method: DFT, ωB97M-V/def2-TZVPD

Structure (ORCA input):
```
! RIJCOSX wB97M-V def2-TZVPD def2/J DEFGRID3
* xyz 0 1
C -2.8241 0.1936 0.5718
C -1.8452 -0.5764 -0.2610
O -2.1215 -1.1494 -1.2919
C -0.3231 -1.0050 0.5269
N 0.0966 -2.2432 0.0787
O -0.1893 -0.6593 1.7009
H -2.4248 0.3901 1.5682
H -3.0094 1.1547 0.0846
H -3.7489 -0.3761 0.6886
H 0.8464 -2.6561 0.6184
H -0.2373 -2.5188 -0.8383
C 1.6657 2.0420 -0.4281
C 1.5500 0.5401 -0.5354
O 2.3460 -0.0503 0.4363
H 2.2718 2.3597 -1.2833
H 0.7096 2.5709 -0.4098
H 2.2013 2.3493 0.4783
H 1.8501 0.1907 -1.5282
H 0.2950 0.2490 -0.3147
H 2.8913 -0.8056 0.1380
*
```

Results
* molar mass: 133.15 g/mol
* E_LUMO: 0.6 eV

Atomic partial charges in e from the Löwdin method, atoms 1 to 4: atom 1 (C): -0.012, atom 2 (C): -0.297, atom 3 (O): 0.070, atom 4 (C): -0.527

=====

#ii
Molecular formula: C5H11NO3
Method: DFT, ωB97M-V/def2-TZVPD

Structure (ORCA input):
```
! RIJCOSX wB97M-V def2-TZVPD def2/J DEFGRID3
* xyz 0 1
C 1.7043 0.8451 -2.1349
C 0.9572 -0.1453 -1.2440
C 0.5621 0.4483 0.0994
C -0.2882 -0.3381 1.0565
C -0.4093 0.4106 2.3720
O -1.6727 -0.5390 0.6493
O -1.8550 -0.8579 -0.7161
N -2.8465 -2.1866 -0.4550
O -3.6631 -1.9962 0.3429
H 1.8783 0.3875 -3.1132
H 1.0887 1.7554 -2.2288
H 2.6780 1.0820 -1.6728
H 0.0145 -0.4896 -1.7060
H 1.5920 -1.0241 -1.0409
H 1.5094 0.6896 0.6042
H 0.0543 1.3961 -0.0779
H 0.1118 -1.3292 1.1986
H 0.5185 0.6966 2.8274
H -0.9316 1.3250 2.1323
H -1.0024 -0.1302 3.1070
*
```

Results
* molar mass: 133.15 g/mol
* E_LUMO: -0.7 eV

Atomic partial charges in e from the Löwdin method, atoms 1 to 4: atom 1 (C): -0.111, atom 2 (C): -0.275, atom 3 (C): -0.194, atom 4 (C): -0.372

=====

#iii
Molecular formula: C5H11NO3
Method: DFT, ωB97M-V/def2-TZVPD

Structure (ORCA input):
```
! RIJCOSX wB97M-V def2-TZVPD def2/J DEFGRID3
* xyz 0 1
C 1.1129 -1.3666 -1.4339
C -0.1290 -0.5882 -0.9662
N -0.7516 -1.1130 0.2418
C -0.1099 -0.7719 1.5126
C 0.3635 0.6669 1.5669
O 1.1857 1.0789 0.7093
H 0.9033 -2.4367 -1.4959
H 1.9389 -1.2123 -0.7390
H 1.4267 -1.0200 -2.4168
H 0.4504 0.4190 -0.6086
H -0.8774 -0.6045 -1.7596
H -0.8909 -2.1175 0.1921
H -0.8322 -0.9435 2.3130
H 0.8026 -1.3661 1.7008
H 0.3317 1.1316 2.5583
O -1.3265 1.5352 0.9382
C -1.3297 1.8107 -0.2711
O -0.4402 2.6203 -0.8301
H -2.2292 1.7143 -0.8821
H 0.4010 2.5636 -0.3296
*
```

Results
* molar mass: 133.15 g/mol
* E_LUMO: 0.8 eV

Atomic partial charges in e from the Löwdin method, atoms 1 to 4: atom 1 (C): -0.096, atom 2 (C): -0.304, atom 3 (N): -0.074, atom 4 (C): -0.170

=====

Least stable: #ii

=====

#i
Molecular formula: C5H11NO3
Method: DFT, ωB97M-V/def2-TZVPD

Structure (ORCA input):
```
! RIJCOSX wB97M-V def2-TZVPD def2/J DEFGRID3
* xyz 0 1
C 2.9541 0.4162 -0.9785
C 0.4423 -0.9054 1.5587
C 0.3468 -1.8459 0.5610
O 1.8075 -0.0614 -0.3360
O 0.3294 -2.7068 -0.1877
H 3.0402 -0.0536 -1.9678
H 2.9235 1.5026 -1.1496
H 3.8771 0.1726 -0.4314
H 0.8201 -1.3273 2.4861
H -0.4801 -0.3479 1.7042
H 1.3350 -0.1017 0.8638
N -0.7843 0.9405 -1.1422
C -2.5335 -0.0758 0.0585
C -2.8186 1.0220 0.7482
O -1.5389 -0.2674 -0.8527
H 0.1879 0.6578 -0.9352
H -0.8664 1.0165 -2.1535
H -3.1148 -0.9885 0.1289
H -2.2613 1.9345 0.6092
H -3.6661 1.0190 1.4160
*
```

Results
* molar mass: 133.15 g/mol
* E_LUMO: 0.6 eV

Atomic partial charges in e from the Löwdin method, atoms 1 to 4: atom 1 (C): -0.215, atom 2 (C): -0.032, atom 3 (C): -0.157, atom 4 (O): -0.365

=====

#ii
Molecular formula: C5H11NO3
Method: DFT, ωB97M-V/def2-TZVPD

Structure (ORCA input):
```
! RIJCOSX wB97M-V def2-TZVPD def2/J DEFGRID3
* xyz 0 1
C 1.8844 1.4137 0.5902
C 1.1942 0.6772 -0.2814
C 0.5772 1.2172 -1.5359
C 1.0294 -0.7770 -0.0669
O 0.5990 -1.5586 -0.9469
O 1.6293 -1.2824 1.0141
H 2.3004 0.9831 1.4899
H 2.0025 2.4767 0.4470
H 0.9459 0.6680 -2.4026
H -0.5033 1.0641 -1.5207
H 0.8164 2.2713 -1.6578
H 1.5425 -2.2481 0.9926
C -1.5531 -0.1614 1.2565
N -2.0995 -1.3449 0.1212
O -1.8505 -1.0699 -1.1787
H -0.5629 0.0142 1.6643
H -2.1214 -0.5524 2.0979
H -1.9854 0.7955 0.9511
H -3.1194 -1.2625 0.2376
H -0.7256 -1.3239 -1.2716
*
```

Results
* molar mass: 133.15 g/mol
* E_LUMO: -0.2 eV

Atomic partial charges in e from the Löwdin method, atoms 1 to 4: atom 1 (C): 0.116, atom 2 (C): -0.277, atom 3 (C): -0.033, atom 4 (C): -0.447

=====

Least stable: #i